{"formula": "C25H29Br3CaCl5F12I2MgN3O7S", "method": "ωB97M-V with the def2-TZVPD basis set", "homo_lumo_gap_ev": 1.272, "e_lumo_ev": -9.7, "total_charge": 2, "e_homo_ha": -0.4025, "energy_ha": -14752.38202, "elements": ["C", "O", "Cl", "H", "C", "C", "H", "Cl", "C", "H", "H", "C", "C", "H", "H", "Mg", "C", "Br", "F", "F", "C", "H", "C", "O", "H", "Ca", "H", "H", "N", "Cl", "C", "H", "I", "H", "Br", "Br", "H", "C", "F", "H", "C", "C", "H", "C", "F", "C", "H", "H", "S", "O", "F", "O", "Cl", "O", "C", "H", "C", "H", "C", "H", "O", "N", "C", "H", "F", "H", "F", "F", "H", "F", "N", "C", "H", "F", "C", "H", "C", "F", "F", "C", "C", "H", "C", "H", "O", "Cl", "H", "I", "H"], "positions_angstrom": [[2.352672, 5.413950, 0.800498], [1.565464, -3.851271, -0.059933], [6.462295, 0.017154, -0.221095], [4.045908, 2.727667, -2.104831], [0.791320, 2.509167, 3.969928], [2.308838, 0.854400, -2.703465], [1.776976, -3.511327, 0.853348], [5.651017, -0.157029, 3.472531], [-4.367570, -4.463787, 0.971239], [-2.211848, 1.665386, -0.672995], [-2.082308, -6.398180, -6.677286], [-3.275878, -2.794180, -0.857630], [2.293517, 1.603915, 1.888323], [-2.044976, -0.109658, 2.772395], [2.172761, -1.506725, -0.686994], [0.996297, -5.130924, -1.888708], [-0.130338, 1.131516, 0.135739], [-1.238623, -5.171265, -4.682017], [-2.595001, -1.280080, -2.654698], [-4.354123, 0.920327, 1.216890], [-2.536668, 0.911952, 2.996649], [-1.642814, 2.958364, 2.954186], [8.131285, -0.572479, -0.227903], [3.532791, 0.527063, -2.820910], [-1.039045, -1.328488, -0.390219], [2.154365, 5.039371, -1.621924], [2.627213, 2.654451, -4.063994], [0.615771, -0.415701, 3.702295], [1.323188, 0.170234, -1.841890], [-3.623078, 3.455241, -1.958725], [0.216685, -0.029394, 4.703504], [0.697147, -1.973050, -1.718544], [1.125515, 4.559579, 4.594150], [2.002509, -4.737922, -0.234446], [0.158944, -5.726594, -7.522916], [-0.698046, -8.189655, -5.645577], [-1.091717, 0.875517, -1.903912], [-1.102348, -6.375887, -6.200658], [-4.300085, -3.323929, -1.731648], [-3.172972, 1.896114, -3.672041], [1.644926, -1.297265, -1.684721], [-1.427971, 0.829773, -0.797442], [-2.429460, 1.081173, 4.133498], [1.745374, 2.092487, -3.604609], [-2.049742, -3.471775, -1.232217], [-3.647552, -3.022616, 0.686835], [-2.484628, 2.583332, 1.366985], [-0.901148, -0.299878, 4.745906], [4.744007, 1.194023, 1.553412], [2.076682, 4.187022, 0.899660], [-2.490614, -3.017329, 1.559729], [1.638773, 6.428118, 0.888882], [8.184524, -2.334276, -0.116377], [4.120424, 3.695658, -2.171615], [-1.816247, 2.104035, 2.187075], [0.761875, -0.646444, 5.523088], [0.877245, 1.961598, 2.477382], [8.660764, -0.147062, 0.624130], [0.491473, 1.520919, 4.990255], [3.823861, 4.623785, 0.560072], [3.662125, 5.590120, 0.546371], [3.917474, 0.711755, 0.116051], [-1.959289, -0.621453, -0.344655], [1.135741, 2.795712, -2.924252], [-4.619399, 2.222438, 3.079889], [-3.919619, 3.390537, -4.295530], [-4.310040, -0.504892, -1.327668], [-4.612714, -2.035996, 1.088488], [-6.766504, -0.571720, 4.819470], [-5.682333, -4.537741, 0.468919], [3.527258, 1.759538, 2.635379], [-0.378025, 1.727314, 1.581531], [4.472849, 3.840556, -3.062170], [-4.354305, -4.603148, 2.406410], [-3.094347, -1.243739, -1.287269], [-2.383377, -0.538809, 0.721752], [-4.101944, 0.957149, 2.630404], [-3.481811, -5.453433, 0.464276], [-4.796244, -0.098883, 3.324437], [1.255955, 0.762274, -0.476592], [-3.182937, 2.983775, -3.603585], [2.337127, -1.696340, -2.527062], [2.531308, 1.005950, 0.433029], [8.612206, -0.261102, -1.154593], [-7.236455, 0.063889, 5.359293], [-1.582833, 3.603762, -4.041778], [0.578333, -3.898121, -0.215848], [0.383926, 2.113706, 7.113229], [1.030267, 1.627784, -4.384569]], "forces_ev_per_a": [[-2.0, 2.1, 2.7], [0.9, 2.1, 2.2], [0.7, -0.4, -0.8], [0.2, -0.2, 0.2], [-0.8, -3.6, 1.7], [3.2, 0.3, -0.7], [0.1, 0.2, 0.2], [-0.4, 0.3, -1.0], [0.4, -0.5, 1.5], [1.2, -1.5, 0.1], [0.2, 0.1, 0.2], [-0.7, -0.2, -2.7], [1.4, 0.0, 0.8], [-1.2, 1.6, 0.2], [-0.6, 0.5, -1.5], [-0.9, -1.6, -2.7], [1.5, 0.0, -0.2], [0.0, 0.0, 0.0], [-1.1, 0.1, 2.8], [0.4, -0.4, 3.5], [-0.4, 0.1, -0.4], [-0.1, -1.4, -1.4], [0.6, 0.0, 0.2], [-5.1, 1.1, 0.4], [-1.8, 1.0, 0.2], [0.3, -0.2, 1.5], [-1.4, -1.1, 0.4], [-0.5, 0.9, 1.3], [1.7, -0.3, 0.9], [-0.1, 0.0, -0.1], [0.4, -0.3, 0.8], [1.3, 1.6, 0.0], [-0.1, -1.3, -1.2], [0.4, -1.0, 0.2], [-0.3, -0.1, 0.4], [-0.1, 0.5, -0.1], [-0.5, -0.4, 1.9], [0.2, -0.4, -0.4], [2.5, 1.0, 2.7], [0.1, 0.2, 0.1], [0.5, -1.5, -0.2], [0.9, 0.5, 0.4], [-0.4, -0.2, -1.9], [0.0, -0.9, 1.0], [-2.5, 1.3, 1.3], [-1.4, -0.5, 1.5], [1.1, -1.2, 1.3], [1.8, 0.6, 0.2], [-1.9, 0.4, 1.0], [-1.0, -0.7, -1.7], [-2.7, 0.5, -2.5], [0.3, -1.2, -1.4], [0.0, 0.1, 0.0], [-0.8, 0.3, -0.3], [0.8, 0.9, 0.0], [-1.0, 1.1, -1.3], [-1.2, -0.4, -2.3], [-0.2, -0.1, -0.1], [0.4, 1.6, -2.5], [1.6, 0.3, 0.3], [1.3, -0.5, -1.4], [-4.0, 1.8, 3.5], [-0.1, 0.6, -0.5], [0.5, -1.1, -1.0], [1.0, -3.4, -1.2], [0.2, 0.1, 0.1], [2.9, -2.0, 0.3], [3.0, -2.2, -1.0], [0.4, -0.5, -0.4], [4.1, -0.1, 1.4], [-3.4, -1.4, -4.7], [4.0, -0.2, 0.8], [0.4, -0.1, 0.1], [-0.5, 0.2, -4.0], [0.8, 0.7, -0.8], [0.7, -0.3, -1.7], [-0.3, 0.7, 0.9], [-2.7, 2.1, 0.9], [1.5, 2.8, -2.3], [-1.2, 2.2, 3.3], [-0.5, -0.2, 0.1], [-1.1, 0.9, 1.4], [-0.6, -0.4, 0.0], [-0.2, -0.1, 0.1], [-0.3, 0.6, 0.4], [0.2, 0.0, -0.1], [-0.7, -0.2, 0.1], [0.0, -0.8, -1.8], [1.2, 1.0, 1.2]]}